(1)
{
  "formula": "C5H7NO",
  "method": "ωB97M-V/def2-TZVPD",
  "de_lowest_kj_mol": 83.7,
  "homo_lumo_gap_ev": 8.48,
  "total_charge": 0,
  "symbols": ["O", "N", "C", "C", "C", "C", "C", "H", "H", "H", "H", "H", "H", "H"],
  "xyz": [[1.328, -1.041, 1.232], [-0.130, 0.439, 0.199], [-0.932, -0.704, -1.536], [-0.985, 0.497, -0.888], [0.464, -0.787, 0.211], [0.030, -1.516, -0.872], [0.205, 1.518, 1.106], [-1.475, 1.422, -1.152], [-0.154, 1.301, 2.118], [-0.266, 2.434, 0.734], [1.401, -1.996, 1.343], [-1.493, -1.019, -2.408], [1.293, 1.652, 1.127], [0.559, -2.294, -1.391]],
  "lowdin_charge": [0.070, -0.107, -0.112, -0.109, -0.360, -0.057, -0.016, 0.108, 0.094, 0.090, 0.115, 0.093, 0.095, 0.096]
}

=====

(2)
{
  "formula": "C3H6N2S",
  "method": "ωB97M-V/def2-TZVPD",
  "de_lowest_kj_mol": 264.9,
  "homo_lumo_gap_ev": 9.85,
  "total_charge": 0,
  "symbols": ["S", "N", "N", "C", "C", "C", "H", "H", "H", "H", "H", "H"],
  "xyz": [[-1.646, 0.418, -0.306], [1.442, -0.394, 0.324], [-0.944, -0.323, 1.054], [1.566, 0.798, -0.509], [0.298, -0.589, 1.164], [1.340, -0.528, -1.131], [2.174, -1.078, -1.587], [0.760, 1.517, -0.529], [2.609, 1.205, -0.504], [0.385, -0.709, -1.571], [0.591, -1.081, 2.085], [-2.896, 0.397, 0.214]],
  "lowdin_charge": [0.728, -0.090, -0.346, -0.158, -0.292, -0.154, 0.109, 0.062, 0.118, 0.054, 0.105, -0.136]
}

=====

(3)
{
  "formula": "C13H39AsF6O6",
  "method": "ωB97M-V/def2-TZVPD",
  "de_lowest_kj_mol": 150.4,
  "homo_lumo_gap_ev": 9.72,
  "total_charge": 0,
  "symbols": ["As", "F", "F", "F", "F", "F", "F", "O", "O", "O", "O", "O", "O", "C", "C", "C", "C", "C", "C", "C", "C", "C", "C", "C", "C", "C", "H", "H", "H", "H", "H", "H", "H", "H", "H", "H", "H", "H", "H", "H", "H", "H", "H", "H", "H", "H", "H", "H", "H", "H", "H", "H", "H", "H", "H", "H", "H", "H", "H", "H", "H", "H", "H", "H", "H"],
  "xyz": [[-0.887, 21.173, 19.525], [-2.467, 20.541, 18.749], [0.700, 21.714, 20.263], [-0.327, 19.478, 19.616], [-1.556, 22.847, 19.421], [-1.610, 21.075, 21.183], [-0.243, 21.279, 17.812], [-4.209, 17.571, 18.848], [0.785, 16.591, 20.641], [-1.471, 17.242, 19.444], [-1.240, 15.286, 17.748], [-2.970, 16.446, 21.662], [-3.830, 19.449, 16.852], [-2.130, 16.979, 23.759], [-6.359, 17.011, 18.130], [-2.755, 20.813, 15.171], [1.574, 15.529, 20.152], [-2.617, 14.619, 23.136], [-3.022, 19.367, 15.684], [-1.728, 18.629, 16.096], [-1.951, 14.059, 17.736], [1.380, 14.309, 21.087], [-5.532, 17.614, 19.276], [-2.083, 15.950, 22.666], [-0.823, 13.040, 17.838], [-2.867, 14.032, 19.005], [-0.696, 17.279, 20.010], [-2.498, 21.531, 15.949], [-3.576, 13.209, 18.916], [0.332, 14.063, 21.261], [-3.639, 21.215, 14.675], [-1.321, 12.078, 17.712], [-0.719, 15.307, 16.941], [-0.018, 13.199, 17.121], [-4.214, 18.177, 18.104], [-6.239, 17.468, 17.148], [-7.420, 16.885, 18.349], [1.013, 16.890, 21.524], [-1.991, 17.577, 16.207], [-1.443, 16.735, 24.569], [-3.539, 14.839, 23.673], [-3.531, 18.818, 14.892], [-1.963, 20.864, 14.424], [-3.275, 19.955, 17.451], [-3.839, 16.430, 22.070], [-2.377, 13.995, 19.978], [-2.878, 13.858, 22.401], [-1.879, 14.203, 23.823], [1.905, 14.445, 22.033], [-2.291, 17.286, 19.941], [-5.567, 17.008, 20.181], [1.795, 13.488, 20.503], [-5.877, 18.601, 19.586], [-3.377, 14.992, 19.079], [-1.053, 15.758, 22.364], [-0.354, 13.027, 18.822], [-1.283, 18.937, 17.043], [1.297, 15.244, 19.137], [-1.833, 17.919, 23.294], [-3.079, 17.188, 24.254], [2.644, 15.732, 20.203], [-0.986, 18.774, 15.311], [-2.578, 13.927, 16.855], [-6.033, 15.983, 17.973], [-1.513, 16.448, 18.907]],
  "lowdin_charge": [1.005, -0.306, -0.303, -0.283, -0.287, -0.300, -0.300, -0.101, -0.089, 0.236, -0.079, -0.065, -0.086, -0.052, -0.072, -0.043, -0.260, -0.055, -0.427, -0.045, -0.417, -0.077, -0.305, -0.487, -0.050, -0.020, 0.083, 0.076, 0.089, 0.059, 0.070, 0.086, 0.113, 0.084, 0.038, 0.075, 0.068, 0.116, 0.059, 0.088, 0.085, 0.131, 0.072, 0.024, 0.099, 0.064, 0.075, 0.089, 0.078, 0.099, 0.099, 0.073, 0.118, 0.061, 0.116, 0.069, 0.056, 0.107, 0.090, 0.091, 0.117, 0.078, 0.143, 0.063, 0.070]
}

=====

(4)
{
  "formula": "C5H13NO3",
  "method": "ωB97M-V/def2-TZVPD",
  "de_lowest_kj_mol": 91.1,
  "homo_lumo_gap_ev": 10.03,
  "total_charge": 0,
  "symbols": ["O", "O", "O", "N", "C", "C", "C", "C", "C", "H", "H", "H", "H", "H", "H", "H", "H", "H", "H", "H", "H", "H"],
  "xyz": [[-1.104, -2.173, -0.299], [-2.362, -1.999, 1.587], [-0.178, -1.342, 1.551], [-1.791, -0.061, 0.543], [1.062, 1.225, -0.708], [0.159, 1.931, -1.373], [-1.364, -1.384, 0.843], [1.429, 1.529, 0.711], [1.733, 0.029, -1.320], [1.140, -0.869, -1.123], [2.726, -0.120, -0.902], [-0.337, 2.779, -0.932], [-1.161, 0.410, -0.097], [2.512, 1.577, 0.825], [-0.107, 1.700, -2.391], [-1.948, -2.527, -0.636], [0.997, 2.473, 1.030], [-2.017, -2.176, 2.472], [-2.737, -0.053, 0.194], [0.479, -1.825, 1.058], [1.814, 0.136, -2.397], [1.054, 0.741, 1.364]],
  "lowdin_charge": [0.029, 0.055, 0.059, 0.148, -0.441, 0.009, -0.784, -0.064, -0.058, 0.067, 0.077, 0.063, 0.049, 0.080, 0.063, 0.117, 0.079, 0.115, 0.092, 0.100, 0.078, 0.066]
}